1.
Computed, not measured: a molecular structure, C13H21Br21ClNO at a distorted geometry, with ωB97M-V/def2-TZVPD.

Structure (XYZ):
```
58
Properties=species:S:1:pos:R:3:forces:R:3
N -1.857578 -2.060469 0.088849 0.231 -1.221 0.175
C -1.051703 -3.301885 0.114013 -0.562 -0.481 0.345
C -1.613320 -4.298123 -0.946048 -0.532 0.205 0.416
O -1.212235 -4.007876 -2.285278 0.602 -0.625 0.856
C 0.155062 -4.318106 -2.528549 0.809 0.943 -1.021
C 0.683935 -3.384232 -3.685717 0.681 -1.503 0.336
C 0.161880 -3.782901 -5.097094 -0.176 1.034 -0.193
C -1.347810 -3.463260 -5.383316 0.389 -0.464 -1.116
Cl -1.960140 -1.954213 -4.573763 0.148 -0.726 -0.367
H -1.252077 -1.250037 0.194920 -0.198 -0.223 -0.171
H -2.584868 -2.068981 0.838402 1.227 -0.602 -1.612
H -1.150426 -3.811198 1.112857 0.171 0.343 -0.734
H 0.028220 -3.068540 -0.002885 -0.697 -0.193 -0.170
H -1.421595 -5.355590 -0.632619 0.237 0.592 -0.458
H -2.725580 -4.173686 -0.930061 0.866 -0.065 -0.072
H 0.313791 -5.376721 -2.850901 -0.357 0.487 0.326
H 0.819329 -4.134077 -1.648397 -0.688 -0.155 -0.384
H 1.804026 -3.552727 -3.705232 -1.173 0.261 0.018
H 0.509765 -2.316433 -3.434996 -0.036 -0.701 -0.266
H 0.360319 -4.855173 -5.348420 -0.250 0.721 0.461
H 0.749597 -3.198732 -5.851216 -0.389 -0.392 0.662
H -2.016897 -4.335629 -5.207879 0.365 0.919 0.489
H -1.429819 -3.252739 -6.477738 -0.046 -0.088 0.895
C 4.704082 -1.927290 -5.600526 0.034 0.056 0.033
Br 6.085915 -3.241918 -5.285868 -0.195 0.126 -0.033
Br 3.502947 -2.472509 -7.013647 0.146 0.032 0.178
Br 3.751628 -1.487118 -3.977316 0.190 0.034 -0.216
H 5.197178 -1.021914 -5.935259 -0.064 -0.117 0.033
C 0.200931 1.709187 -0.846252 0.123 0.152 -0.167
Br 2.101798 1.522242 -1.121261 -0.224 -0.355 -0.076
Br -0.810844 0.694221 -2.141322 0.142 0.035 0.227
Br -0.310295 1.261207 0.963590 1.387 -1.048 -1.396
H -0.044759 2.756892 -0.997593 0.035 -0.093 0.083
C -4.054003 0.614670 2.734708 0.142 0.209 0.086
Br -4.665586 -0.385435 4.275680 0.071 0.111 -0.134
Br -2.595312 -0.282910 1.822362 -2.419 0.966 2.256
Br -5.500473 1.029528 1.524602 0.218 -0.092 0.149
H -3.669115 1.560524 3.104414 -0.097 -0.072 -0.059
C -1.629253 5.369849 2.069538 0.260 0.316 0.114
Br -0.304138 3.965624 1.895873 -0.498 1.577 0.433
Br -2.089938 6.137510 0.357737 0.071 -0.172 0.198
Br -3.193642 4.747209 3.021138 0.009 0.106 -0.380
H -1.185972 6.161089 2.664340 -0.158 -0.047 -0.060
C 4.701027 5.272127 -1.158443 -0.013 0.056 0.026
Br 6.038485 3.885119 -1.319492 -0.188 0.125 -0.002
Br 4.213329 6.001984 -2.880438 0.045 -0.125 0.198
Br 3.153293 4.658916 -0.177280 0.263 0.394 -0.018
H 5.144672 6.077761 -0.584936 -0.041 -0.105 -0.080
C -2.504719 2.105756 6.454184 -0.011 -0.053 0.044
Br -1.413962 0.562988 6.858112 -0.098 0.232 -0.042
Br -3.639679 2.594721 7.938691 0.180 -0.052 -0.189
Br -1.431760 3.597463 5.851047 0.059 -0.224 0.291
H -3.157295 1.828142 5.632925 0.067 0.013 0.109
C 1.814527 3.574565 7.929198 -0.035 -0.044 -0.006
Br 2.891557 2.019736 8.327423 -0.117 0.205 -0.029
Br 0.685044 4.064261 9.418233 0.147 -0.066 -0.184
Br 2.894117 5.061648 7.328280 -0.120 -0.171 0.086
H 1.158343 3.305484 7.108627 0.066 0.022 0.112
```
Forces are in eV/Å.

Computed properties:
**HOMO**: -8.971 eV
**Kohn-Sham gap**: 8.52 eV
**M**: 1920.75 Da

2.
Computed, not measured: a molecular structure, C13H21ClF6N2O6S2 at a distorted geometry, with ωB97M-V/def2-TZVPD.

Structure (XYZ):
```
51
Properties=species:S:1:pos:R:3:forces:R:3
C 2.001110 -1.197282 4.808064 -1.909 0.823 -1.248
C 0.879052 -0.665295 3.947368 2.077 -1.530 1.096
C -0.128886 -1.776711 3.286229 -0.777 0.457 1.682
C -0.773230 -2.625692 4.575489 -0.103 -0.147 -0.892
C -2.232864 -3.226521 4.106537 2.812 -1.247 0.898
Cl -2.719070 -4.462200 5.450594 -0.074 1.543 -1.584
N -3.207616 -2.061798 4.042757 -1.282 -0.865 0.745
C -2.677986 -0.837332 3.324063 0.114 2.410 -3.084
C -1.341795 -1.161647 2.371465 -0.530 -0.213 0.824
O -1.030898 0.101278 1.685119 0.165 -2.801 0.649
C 0.060148 -0.039769 0.709799 0.883 0.955 -1.961
C -0.236343 -1.073510 -0.526811 1.399 -0.266 -0.287
O -0.120167 -0.388783 -1.856231 -0.982 -3.153 1.390
C -0.300575 -1.449223 -2.861179 0.205 -0.364 -2.010
C -1.803831 -1.502090 -3.536063 0.213 -0.963 -0.036
H 3.114609 -1.169114 4.434812 -2.132 1.414 1.502
H 1.787846 -1.670800 5.869780 0.315 -0.407 -2.934
H 0.785533 0.483612 3.741268 0.863 -2.554 -0.982
H 0.443852 -2.565085 2.620587 -0.848 1.886 1.419
H -0.898756 -1.926120 5.531763 0.110 -1.557 -2.116
H -0.032835 -3.500426 4.833676 -1.781 1.696 -0.420
H -2.176381 -3.849568 3.090395 -0.372 1.720 2.302
H -4.098159 -2.439518 3.599805 1.266 0.801 0.514
H -3.502775 -1.762318 5.020229 0.634 -0.747 -1.228
H -3.526025 -0.524676 2.544411 1.877 -0.579 1.801
H -2.520687 0.099329 4.012584 -0.146 -2.229 -1.000
H -1.706498 -2.029709 1.642239 0.878 1.927 1.177
H 0.207858 1.036747 0.219299 -0.696 -2.521 1.385
H 1.105073 -0.316670 1.183701 -2.285 0.439 -0.509
H -1.245266 -1.662520 -0.455959 1.623 1.241 -0.010
H 0.656824 -1.865148 -0.517191 -1.978 1.404 0.104
H -0.036238 -2.535932 -2.471847 -0.468 2.310 -0.364
H 0.458554 -1.249535 -3.757472 -1.530 -0.124 2.171
H -2.115434 -2.653208 -3.568885 0.471 2.482 0.048
H -2.618815 -0.912372 -2.915778 1.826 -1.073 -1.397
H -1.726667 -1.150842 -4.660503 -0.400 -0.432 2.515
C 2.777207 5.662196 -5.405586 1.531 2.226 0.392
F 2.714486 6.323858 -6.597443 -0.252 -1.036 0.985
F 4.104510 5.461494 -5.147973 -1.151 -0.148 -0.284
F 2.345881 6.544625 -4.454100 0.081 -0.904 -0.772
S 1.824563 4.106942 -5.392837 -1.129 -0.068 -2.918
O 2.441040 3.290100 -6.441579 -0.465 0.916 1.635
O 0.445647 4.518729 -5.668056 1.682 -0.415 0.797
N 2.153591 3.697644 -3.897448 -0.559 -0.747 -0.275
S 1.460747 2.335794 -3.476118 -1.609 -2.005 -0.497
O 1.978270 1.119047 -4.107367 -0.278 1.517 0.795
O 0.005613 2.370052 -3.312152 1.804 0.309 -0.038
C 2.111928 2.280410 -1.773738 1.421 0.641 1.977
F 1.731899 3.367056 -1.035627 0.044 -0.900 -0.707
F 3.478529 2.270378 -1.738750 -1.208 -0.132 -0.253
F 1.703424 1.182125 -1.075343 0.650 1.011 -0.998
```
Forces are in eV/Å.

Computed properties:
**HOMO**: -8.087 eV
**Kohn-Sham gap**: 5.98 eV
**M**: 514.89 Da

3.
Computed, not measured: 2 unconnected molecules or ions with the total composition C13H21N2 at a distorted geometry, with ωB97M-V/def2-TZVPD.

Structure (XYZ):
```
36
Properties=species:S:1:pos:R:3:forces:R:3
C -1.599767 -0.804248 -0.012559 -0.158 -0.028 -0.865
N -0.961312 -0.627715 1.307020 -2.091 0.954 1.992
C 0.486980 -0.676745 1.353496 1.618 0.251 0.000
C 1.147346 -1.913151 1.276115 -0.611 -0.043 0.153
C 2.541324 -1.967926 1.220972 -0.070 0.275 0.002
C 3.291351 -0.785425 1.203898 -0.343 0.059 -0.203
C 2.634649 0.451633 1.231384 -0.062 -0.316 0.091
C 1.240656 0.508127 1.324576 -0.489 -0.021 0.069
C -1.767367 -0.328745 2.311675 2.229 -1.701 -1.387
H -0.814756 -0.849845 -0.779841 -0.353 -0.010 0.352
H -2.211355 -1.713072 -0.044087 0.272 0.111 0.121
H -2.253087 0.061335 -0.197493 0.291 -0.303 0.004
H 0.551915 -2.831812 1.283408 0.292 0.263 -0.040
H 3.040758 -2.938712 1.171050 -0.221 0.361 0.057
H 4.381418 -0.828238 1.124520 -0.444 0.026 0.075
H 3.209175 1.377752 1.166040 -0.234 -0.301 0.114
H 0.722235 1.471347 1.367026 0.238 -0.294 -0.084
H -1.351501 -0.113255 3.305256 -0.132 -0.074 -0.507
H -2.838329 -0.492343 2.144520 0.416 0.400 -0.014
C -5.270689 4.362762 3.426960 0.121 -0.298 -0.043
C -5.925718 2.990980 3.648073 0.149 0.090 -0.573
C -4.940419 1.815821 3.555671 -0.235 -0.623 0.992
N -3.923196 1.924056 2.544245 -0.582 -0.263 -0.915
C -3.418462 3.191959 2.092428 0.948 0.381 -0.179
C -4.398043 4.366611 2.164666 -0.436 -0.358 -0.010
H -6.053010 5.125152 3.332828 0.215 -0.089 0.112
H -4.654876 4.613458 4.297056 -0.037 0.051 -0.012
H -6.444168 2.966357 4.613438 0.163 -0.110 -0.185
H -6.687436 2.820229 2.876589 0.059 0.218 0.068
H -4.475622 1.625237 4.541367 -0.252 0.179 -0.030
H -5.537603 0.930499 3.293960 0.075 0.045 0.394
H -3.210050 1.208527 2.599232 -0.426 0.710 0.256
H -2.482015 3.429713 2.626668 -0.123 0.304 -0.044
H -3.171323 3.050375 1.032124 0.292 0.266 0.102
H -5.039257 4.294179 1.278256 -0.093 0.091 0.161
H -3.851696 5.311245 2.082872 0.014 -0.206 -0.024
```
Forces are in eV/Å.

Computed properties:
**HOMO**: -11.083 eV
**Kohn-Sham gap**: 5.94 eV
**M**: 205.32 Da
**Net charge**: +1
**ΔE to the lowest compared entry with this formula, charge and spin**: 70.0 kcal/mol

4.
Computed, not measured: a molecular structure, C13H21N3O2PPtS5, with ωB97M-V/def2-TZVPD.

Structure (XYZ):
```
46
Properties=species:S:1:pos:R:3:forces:R:3
Pt -1.014824 -0.307983 0.318164 -0.108 -0.069 0.239
O -5.008614 -4.557544 3.714498 -0.122 0.048 0.049
C -4.301229 -3.838848 3.117635 0.231 -0.199 -0.140
S -3.920752 -4.018706 1.355207 -0.184 -0.036 0.071
C -2.859844 -2.691897 1.284480 0.157 0.095 -0.094
C -2.610803 -1.971598 2.467492 -0.082 -0.144 -0.010
S -1.522918 -0.622369 2.574989 0.141 0.242 -0.106
S -3.386783 -2.464759 3.886148 -0.051 0.117 0.041
S -2.116707 -2.337723 -0.223924 -0.021 -0.143 -0.077
C 4.247825 0.616352 0.348545 -0.046 -0.018 0.003
N 3.536341 0.378147 1.700571 -0.043 -0.022 -0.041
C 3.836213 -1.071224 2.155420 -0.006 0.011 -0.016
N 3.452860 -1.995399 1.145496 0.047 0.065 -0.033
C 4.158319 -1.720468 -0.109098 0.001 0.009 0.025
N 3.848225 -0.372421 -0.591560 0.071 0.002 0.012
C 2.494007 -0.231168 -1.098306 -0.137 -0.034 0.032
P 1.329134 -0.541986 0.316099 0.105 -0.029 0.189
C 2.058008 0.607460 1.572734 0.071 -0.023 -0.019
C 2.014962 -2.134748 0.964515 -0.041 0.005 -0.009
H 5.315759 0.553037 0.552464 0.013 -0.018 -0.001
H 3.992914 1.623673 0.022998 -0.001 0.007 -0.012
H 3.914312 1.027759 2.395715 0.016 0.000 0.005
H 3.300981 -1.230469 3.090391 -0.016 -0.015 -0.005
H 4.910097 -1.112143 2.332400 0.012 -0.012 -0.001
H 3.875893 -2.454646 -0.860482 -0.003 -0.007 -0.004
H 5.231501 -1.796949 0.062007 0.010 -0.006 -0.002
H 2.308037 -0.967534 -1.880694 0.011 0.010 -0.026
H 2.326060 0.760238 -1.519963 0.025 0.023 0.012
H 1.589844 0.429829 2.542301 0.011 0.003 0.018
H 1.886399 1.647417 1.291505 0.007 -0.001 -0.013
H 1.806343 -2.938002 0.255935 -0.015 0.004 0.005
H 1.523029 -2.382555 1.907022 0.014 0.002 0.011
O -1.743247 1.210255 -0.834502 -0.153 0.224 -0.263
S -3.250844 1.466757 -1.273503 0.062 -0.187 0.180
C -3.378976 3.271050 -1.289124 -0.085 0.110 0.031
C -3.890740 3.632104 -2.683584 0.025 0.001 0.001
C -3.175270 2.705580 -3.664452 -0.025 -0.028 0.053
C -3.276647 1.296251 -3.077235 0.129 0.050 -0.107
H -2.364088 3.628275 -1.104520 0.002 -0.014 -0.018
H -4.030696 3.565214 -0.468997 0.018 0.042 -0.004
H -3.681930 4.681199 -2.887040 -0.008 0.012 0.016
H -4.972365 3.500887 -2.739265 0.002 -0.023 0.005
H -2.130444 2.995982 -3.778141 0.010 -0.004 0.027
H -3.636823 2.733811 -4.649642 0.020 -0.023 -0.017
H -2.458545 0.622839 -3.332230 -0.043 -0.042 -0.038
H -4.223982 0.807019 -3.308476 -0.019 0.012 0.032
```
Forces are in eV/Å.

Computed properties:
**HOMO (spin up / spin down)**: -16.744 / -17.773 eV
**2S+1**: 5
**Kohn-Sham gap (spin up / spin down)**: 8.66 / 5.29 eV
**M**: 637.72 Da
**Net charge**: +3
**ΔE to the lowest compared entry with this formula, charge and spin**: 0.0 kcal/mol
**Expectation value of S²**: 6.0208

Which of these has the highest M?
C13H21Br21ClNO

Look up the M of the second one.
514.89 Da